Entry 1:
C41H64F3O24SV | ωB97M-V with the def2-TZVPD basis set

The net charge is +1. As for the spin multiplicity: 2. The value obtained for the maximum force is 7.372 eV Å⁻¹. For the frontier orbital gap (alpha / beta), the calculation gives 5.046 / 5.671 eV. Its expectation value of S² is 0.899.

Geometry as XYZ:
```
134
Properties=species:S:1:pos:R:3:mulliken_spin:R:1
O 6.039 -10.785 -30.743 -0.554
V 6.170 -12.213 -31.507 1.501
C 9.787 -9.504 -32.082 0.001
F 11.115 -9.111 -32.145 0.000
F 9.210 -9.160 -30.982 0.000
F 9.136 -8.848 -33.074 0.001
S 9.666 -11.428 -32.337 0.019
O 10.832 -11.966 -31.640 -0.004
O 8.340 -11.855 -31.783 -0.028
O 9.715 -11.619 -33.791 0.006
O 13.890 -14.165 -34.787 0.000
C 12.801 -14.386 -35.306 0.000
O 12.731 -14.850 -36.589 0.000
C 13.871 -15.145 -37.317 0.000
C 13.800 -14.382 -38.672 0.000
C 11.528 -13.962 -34.688 0.000
H 13.887 -16.226 -37.461 0.000
H 14.810 -14.941 -36.803 0.000
H 12.875 -14.715 -39.143 0.000
H 14.627 -14.670 -39.321 0.000
H 13.646 -13.304 -38.617 0.000
H 10.832 -14.778 -34.493 0.000
H 11.012 -13.193 -35.264 0.000
H 11.698 -13.525 -33.704 0.000
O 7.869 -16.609 -30.677 0.000
C 8.651 -16.603 -29.771 0.000
O 9.898 -16.101 -29.861 0.000
C 10.422 -15.643 -31.103 0.000
C 11.841 -15.064 -30.948 0.000
C 8.365 -17.224 -28.456 0.000
H 9.794 -14.831 -31.468 0.000
H 10.404 -16.423 -31.865 0.000
H 12.572 -15.785 -30.583 0.000
H 11.929 -14.173 -30.326 0.000
H 12.192 -14.736 -31.926 0.000
H 8.681 -16.597 -27.622 0.000
H 8.785 -18.214 -28.278 0.000
H 7.291 -17.284 -28.284 0.000
O 8.905 -8.508 -25.669 0.000
C 9.599 -7.989 -26.525 0.000
O 10.859 -7.740 -26.182 0.000
C 11.512 -6.955 -27.168 0.000
C 10.702 -7.256 -28.430 0.000
C 9.389 -7.798 -28.016 0.000
H 12.578 -7.115 -27.332 0.000
H 11.469 -5.878 -27.006 0.000
H 11.258 -7.930 -29.082 0.000
H 10.625 -6.355 -29.038 0.000
H 8.964 -8.632 -28.575 0.000
H 8.765 -6.948 -28.292 0.000
O 4.097 -5.766 -31.314 0.000
C 5.310 -5.701 -31.340 0.000
O 5.944 -4.704 -30.643 0.000
C 7.364 -4.914 -30.744 0.000
C 7.591 -6.358 -31.103 0.000
C 6.345 -6.724 -31.957 0.001
H 7.937 -4.640 -29.859 0.000
H 7.757 -4.240 -31.505 0.000
H 7.710 -6.993 -30.226 0.000
H 8.585 -6.426 -31.546 0.000
H 5.975 -7.750 -31.959 0.000
H 6.519 -6.483 -33.006 0.000
O 14.142 -7.259 -34.333 0.000
C 14.205 -8.419 -34.079 0.000
O 13.287 -9.267 -34.496 0.000
C 13.419 -10.473 -33.846 0.000
C 14.218 -10.138 -32.541 0.000
C 15.147 -9.029 -33.044 0.000
H 13.926 -11.174 -34.510 0.000
H 12.472 -10.954 -33.603 0.000
H 14.687 -11.061 -32.200 0.000
H 13.450 -9.868 -31.816 0.000
H 16.014 -9.437 -33.565 0.000
H 15.415 -8.298 -32.281 0.000
O 10.261 -4.238 -31.876 0.000
C 11.269 -4.874 -31.602 0.000
O 11.260 -6.196 -31.669 0.000
C 12.530 -6.761 -31.353 0.000
C 13.521 -5.596 -31.438 0.000
C 12.691 -4.354 -31.125 0.000
H 12.804 -7.527 -32.078 0.000
H 12.561 -7.274 -30.391 0.000
H 14.004 -5.417 -32.399 0.000
H 14.340 -5.692 -30.725 0.000
H 13.010 -3.432 -31.612 0.000
H 12.484 -4.259 -30.060 0.000
O 7.097 -12.900 -29.636 0.007
C 7.897 -12.893 -28.675 0.003
O 7.550 -13.453 -27.446 0.003
C 8.629 -13.393 -26.538 0.000
C 9.514 -12.292 -27.098 0.000
C 9.349 -12.344 -28.587 0.005
H 9.140 -14.354 -26.591 0.000
H 8.287 -13.216 -25.518 0.000
H 10.569 -12.334 -26.825 0.000
H 9.159 -11.316 -26.764 0.000
H 9.964 -13.080 -29.106 0.000
H 9.412 -11.372 -29.075 0.000
O 6.402 -10.442 -33.385 0.024
C 6.420 -9.869 -34.495 0.017
O 5.341 -9.152 -34.909 0.000
C 5.565 -8.630 -36.200 0.000
C 6.850 -9.398 -36.795 0.000
C 7.555 -9.845 -35.513 -0.002
H 5.745 -7.555 -36.195 0.000
H 4.720 -8.843 -36.855 0.000
H 7.424 -8.677 -37.376 0.000
H 6.608 -10.243 -37.440 0.000
H 8.283 -9.103 -35.183 0.000
H 8.031 -10.825 -35.561 0.000
O 6.653 -13.185 -33.511 -0.003
C 6.850 -13.903 -34.514 0.005
O 6.316 -13.546 -35.667 0.000
C 6.475 -14.519 -36.688 0.000
C 6.999 -15.778 -35.996 0.000
C 7.657 -15.172 -34.723 -0.001
H 7.178 -14.113 -37.415 0.000
H 5.522 -14.689 -37.188 0.000
H 7.744 -16.316 -36.582 0.000
H 6.244 -16.507 -35.701 0.000
H 8.698 -14.888 -34.879 0.001
H 7.585 -15.845 -33.869 0.000
O 12.057 -4.893 -37.629 0.000
C 11.705 -5.736 -36.836 0.000
O 11.185 -5.249 -35.707 0.000
C 10.735 -6.316 -34.886 0.000
C 10.712 -7.467 -35.811 0.000
C 11.688 -7.220 -36.936 0.000
H 9.823 -6.260 -34.292 0.000
H 11.395 -6.609 -34.070 0.000
H 9.694 -7.715 -36.112 0.000
H 10.910 -8.406 -35.295 0.000
H 11.259 -7.556 -37.880 0.000
H 12.673 -7.614 -36.684 0.000
```

---

Entry 2:
C41H65AsBrGeLiOSbSi3 | ωB97M-V with the def2-TZVPD basis set

The value obtained for the energy relative to the best compared isomer or geometry (same formula, charge and spin) is 83.7 kcal/mol. The net charge is +1. As for the spin multiplicity: 1. The value obtained for the maximum force is 0.688 eV Å⁻¹. For the frontier orbital gap, the calculation gives 6.512 eV.

Geometry as XYZ:
```
115
Properties=species:S:1:pos:R:3:lowdin_charge:R:1
Li -0.319 -0.087 -0.756 0.302
Br -0.580 -1.029 5.782 0.784
C 0.300 -0.926 4.121 -0.677
C -0.184 -0.075 3.146 -0.109
C 0.473 0.002 1.919 -0.126
C 1.602 -0.773 1.659 -0.394
C 2.073 -1.620 2.668 -0.185
C 1.427 -1.702 3.894 -0.105
H -1.060 0.535 3.330 0.086
H 0.085 0.701 1.193 0.024
H 2.946 -2.237 2.505 0.061
H 1.797 -2.368 4.665 0.112
C 5.100 1.415 1.115 -0.215
Si 5.090 -0.430 0.948 0.366
C 6.411 -1.047 -0.193 -0.203
C 5.324 -1.220 2.601 -0.207
Sb 2.781 -0.858 -0.144 1.265
Si 2.474 -3.404 -0.645 0.382
C 1.200 -3.555 -1.977 -0.206
C 4.131 -4.020 -1.206 -0.214
C 1.929 -4.307 0.866 -0.199
Si 2.768 0.411 -2.431 0.377
C 1.391 -0.313 -3.445 -0.202
C 3.087 2.214 -2.539 -0.184
C 4.330 -0.402 -3.051 -0.223
H 6.008 1.739 1.639 0.048
H 4.233 1.755 1.695 0.036
H 5.075 1.909 0.136 0.022
H 7.387 -0.873 0.276 0.050
H 6.406 -0.541 -1.163 0.015
H 6.310 -2.123 -0.371 0.027
H 6.363 -1.011 2.886 0.052
H 5.197 -2.309 2.580 0.040
H 4.664 -0.805 3.368 0.040
H 1.608 -3.286 -2.957 0.028
H 0.315 -2.941 -1.787 0.016
H 0.872 -4.602 -2.026 0.048
H 4.593 -3.366 -1.951 0.012
H 4.020 -5.014 -1.659 0.051
H 4.817 -4.112 -0.357 0.035
H 1.094 -3.817 1.377 0.040
H 2.744 -4.450 1.584 0.041
H 1.588 -5.296 0.532 0.051
H 0.399 -0.311 -2.997 0.010
H 1.657 -1.342 -3.694 0.021
H 1.321 0.245 -4.387 0.054
H 2.280 2.836 -2.175 0.005
H 3.262 2.437 -3.600 0.060
H 3.999 2.472 -1.990 0.035
H 4.432 -1.452 -2.760 0.007
H 5.222 0.138 -2.719 0.027
H 4.312 -0.368 -4.150 0.058
C -6.698 -1.207 3.257 -0.117
C -5.191 -1.046 3.056 -0.282
C -4.783 -1.025 1.582 -0.312
C -3.277 -0.871 1.367 -0.422
Ge -2.708 -0.703 -0.560 0.762
C -3.386 -2.421 -1.317 -0.424
C -2.647 -3.633 -0.728 -0.332
C -2.901 -4.948 -1.457 -0.280
C -2.193 -6.134 -0.805 -0.116
H -6.969 -1.219 4.317 0.067
H -7.051 -2.142 2.813 0.072
H -7.245 -0.387 2.781 0.069
H -4.665 -1.866 3.557 0.107
H -4.852 -0.118 3.533 0.092
H -5.311 -0.209 1.074 0.096
H -5.130 -1.953 1.110 0.101
H -2.751 -1.731 1.804 0.053
H -2.922 0.008 1.921 0.011
H -3.827 0.296 -1.070 -0.083
H -3.254 -2.401 -2.406 0.047
H -4.461 -2.512 -1.135 0.052
H -2.928 -3.755 0.326 0.103
H -1.566 -3.442 -0.733 0.061
H -2.572 -4.846 -2.496 0.105
H -3.979 -5.133 -1.487 0.110
H -1.110 -5.966 -0.764 0.050
H -2.364 -7.063 -1.354 0.069
H -2.543 -6.283 0.220 0.073
O 0.509 1.532 -0.702 -0.664
As -0.684 2.728 -0.547 1.219
C -1.634 2.653 1.117 -0.297
C -0.906 2.974 2.264 -0.113
C -1.555 3.074 3.482 -0.074
C -2.934 2.886 3.552 -0.053
C -3.655 2.558 2.413 -0.063
C -3.007 2.431 1.190 -0.115
C 0.178 4.448 -0.493 -0.297
C -0.503 5.574 -0.942 -0.075
C 0.094 6.824 -0.835 -0.062
C 1.362 6.947 -0.279 -0.066
C 2.039 5.821 0.176 -0.069
C 1.445 4.570 0.074 -0.112
C -1.802 2.802 -2.096 -0.320
C -1.148 2.561 -3.302 -0.096
C -1.837 2.677 -4.498 -0.060
C -3.177 3.049 -4.491 -0.058
C -3.817 3.328 -3.291 -0.057
C -3.132 3.216 -2.090 -0.102
H 0.159 3.147 2.209 0.108
H -0.990 3.303 4.376 0.116
H -3.444 2.993 4.501 0.115
H -4.724 2.386 2.473 0.117
H -3.562 2.101 0.322 0.060
H -1.488 5.484 -1.379 0.103
H -0.431 7.702 -1.187 0.111
H 1.826 7.925 -0.202 0.112
H 3.025 5.918 0.616 0.109
H 1.969 3.688 0.422 0.097
H -0.101 2.292 -3.300 0.085
H -1.329 2.485 -5.437 0.111
H -3.721 3.129 -5.424 0.112
H -4.857 3.633 -3.287 0.115
H -3.641 3.454 -1.169 0.095
```